Version 1
{"formula": "H2NO3S", "method": "ωB97M-V/def2-TZVPD", "homo_ha": [-0.1047, -0.1047], "charge": -1, "multiplicity": 1, "lumo_energy_ev": [4.0, 4.0], "species": ["S", "O", "O", "O", "N", "H", "H"], "xyz": [[0.67941, 0.06009, 1.21723], [0.62500, -1.38283, 1.47079], [-0.43005, 0.71793, 1.86089], [0.28088, 0.43459, -2.20100], [-0.06761, 0.16948, -0.89337], [-0.69228, 0.73104, -0.43685], [-0.39535, -0.73030, -1.01768]]}

Version 2
{"formula": "H2NO3S", "method": "ωB97M-V/def2-TZVPD", "homo_ha": [-0.1791, -0.0977], "charge": -1, "multiplicity": 1, "lumo_energy_ev": [3.8, 2.1], "species": ["S", "O", "O", "O", "N", "H", "H"], "xyz": [[1.71733, -0.02681, -0.37817], [1.89750, 1.14471, -1.19736], [1.98413, -1.27208, -1.09195], [2.20293, -0.02056, 0.99358], [-2.34560, -0.26731, 0.44242], [-2.23597, 0.33028, 1.25526], [-3.22031, 0.11178, -0.02378]]}

What should be chosen as the most stable of them? Choose version 2.

Version 1
{"formula": "CF2O3S", "method": "ωB97M-V/def2-TZVPD", "homo_ha": -0.4493, "multiplicity": 1, "lumo_energy_ev": -0.8, "species": ["S", "F", "F", "O", "O", "O", "C"], "xyz": [[1.40702, -0.66808, 0.25883], [-1.17866, -1.03849, -0.62086], [2.28402, 0.72883, 0.56347], [-1.51676, 1.07419, 0.00393], [0.41295, -0.96506, 1.23014], [0.46629, 0.31280, -0.79314], [-0.75772, 0.25918, -0.39259]]}

Version 2
{"formula": "CF2O3S", "method": "ωB97M-V/def2-TZVPD", "homo_ha": -0.4656, "multiplicity": 1, "lumo_energy_ev": 0.3, "species": ["S", "F", "F", "O", "O", "O", "C"], "xyz": [[0.34312, 0.38898, 0.73664], [-0.22704, 1.24627, -0.50046], [1.13591, 1.64634, 1.38568], [-0.09513, -1.45127, -1.88709], [-0.60894, -0.13744, 1.63623], [1.44019, -0.33086, 0.22032], [-0.57248, -0.89353, -1.05655]]}

What should be chosen as the most stable of them? Choose version 1.

Version 1
{"formula": "C6H14NO", "method": "ωB97M-V/def2-TZVPD", "homo_ha": -0.4884, "charge": 1, "multiplicity": 1, "lumo_energy_ev": -2.8, "species": ["O", "N", "C", "C", "C", "C", "C", "C", "H", "H", "H", "H", "H", "H", "H", "H", "H", "H", "H", "H", "H", "H"], "xyz": [[-1.27774, -0.82211, -1.23061], [1.19849, -1.34581, 0.08685], [3.09529, 0.48597, -0.18479], [-1.45389, 0.02224, -0.18793], [-2.25272, -0.68644, 0.91733], [-1.80660, 1.44525, -0.26784], [1.69847, -0.01485, -0.52304], [0.60352, -0.04101, 0.42575], [-2.22069, -1.71707, 0.73985], [-1.92100, -0.51645, 1.91619], [-2.85512, 1.38110, -0.48741], [0.85361, 0.33435, 1.44752], [-1.77689, 1.78614, 0.83385], [-3.25159, -0.33470, 1.07817], [-1.33721, -0.24665, -2.02527], [-1.27692, 2.18871, -0.81607], [0.54699, -1.86003, -0.57970], [3.39553, -0.10721, 0.66399], [3.06554, 1.53770, 0.17251], [3.71766, 0.38879, -1.11218], [1.71886, -1.97370, 0.73105], [1.53642, 0.09576, -1.59822]]}

Version 2
{"formula": "C6H14NO", "method": "ωB97M-V/def2-TZVPD", "homo_ha": -0.5224, "charge": 1, "multiplicity": 1, "lumo_energy_ev": -3.1, "species": ["O", "N", "C", "C", "C", "C", "C", "C", "H", "H", "H", "H", "H", "H", "H", "H", "H", "H", "H", "H", "H", "H"], "xyz": [[1.72798, 1.21853, 2.04397], [-0.83654, 0.09881, -0.51412], [-0.29110, 0.89043, 0.78334], [1.19418, 0.51837, 0.79251], [-0.64085, -1.41063, -0.46063], [2.26006, 0.55285, -0.23475], [-2.22508, 0.40096, -0.85375], [1.69111, -0.15957, 1.99841], [-2.67416, 0.32475, 0.11201], [-0.22221, 0.48500, -1.23070], [2.04693, 1.32908, -0.98115], [-2.74299, -0.26958, -1.48287], [-0.41880, 1.98126, 0.62174], [-0.64568, 0.56133, 1.74308], [3.23793, 0.76630, 0.26705], [-2.42109, 1.41816, -1.28696], [0.98887, -0.68967, 2.61942], [0.15510, -1.89014, 0.12079], [2.55498, -0.38264, -0.84957], [-1.55687, -1.65498, 0.07340], [2.63064, -0.76360, 2.03313], [-0.52631, -1.83143, -1.47434]]}

What should be chosen as the most stable of them? Choose version 2.

Version 1
{"formula": "C6H14NO", "method": "ωB97M-V/def2-TZVPD", "homo_ha": -0.4774, "charge": 1, "multiplicity": 1, "lumo_energy_ev": -3.4, "species": ["O", "N", "C", "C", "C", "C", "C", "C", "H", "H", "H", "H", "H", "H", "H", "H", "H", "H", "H", "H", "H", "H"], "xyz": [[-0.64277, -1.26608, -0.36750], [1.76666, -1.91129, 0.05097], [-0.26278, 1.13130, -0.35850], [0.08157, -0.12285, -0.10474], [-1.53788, 1.47403, -1.05760], [1.53433, -0.56252, 0.60785], [-1.69164, -1.54306, 0.57013], [0.62588, 2.28134, 0.00385], [2.31055, 0.14635, 0.34477], [0.97034, 2.20989, 1.03282], [-2.10246, 0.59143, -1.34359], [2.35084, -1.87585, -0.79082], [-2.24686, -2.38467, 0.16492], [0.77371, -2.19154, -0.23678], [-1.28023, -1.79958, 1.54997], [-2.35206, -0.68373, 0.67490], [1.49826, 2.31286, -0.64723], [1.39824, -0.60175, 1.68590], [-2.15300, 2.11129, -0.42141], [2.17292, -2.57780, 0.71161], [0.08903, 3.21692, -0.11371], [-1.30264, 2.04532, -1.95582]]}

Version 2
{"formula": "C6H14NO", "method": "ωB97M-V/def2-TZVPD", "homo_ha": -0.5358, "charge": 1, "multiplicity": 1, "lumo_energy_ev": -2.7, "species": ["O", "N", "C", "C", "C", "C", "C", "C", "H", "H", "H", "H", "H", "H", "H", "H", "H", "H", "H", "H", "H", "H"], "xyz": [[-1.96552, -0.60670, -0.67783], [0.45954, -0.28756, -0.14428], [0.39591, -1.77401, -0.19501], [-2.11567, -0.56172, 0.80547], [1.10930, 0.15289, 1.04191], [1.03154, 0.21134, -1.41632], [-1.00880, 0.23880, -0.14392], [-1.17715, 1.73301, -0.22930], [2.26141, -0.05662, 0.99985], [1.07045, 1.35289, -1.39518], [2.06079, -0.05091, -1.68399], [0.91374, 1.29836, 1.25515], [0.11970, -2.21726, 0.70471], [0.42139, -0.06590, -2.36259], [-1.76345, -1.50914, 1.21149], [-0.39446, 2.08536, -0.84328], [1.31373, -2.17161, -0.62216], [-2.85024, 0.12258, 1.02561], [-1.29483, 2.22727, 0.69314], [-0.36275, -2.01235, -0.99488], [-2.14639, 1.81527, -0.79379], [0.66725, -0.22790, 2.06388]]}

What should be chosen as the most stable of them? Choose version 1.

Version 1
{"formula": "C7H13N2", "method": "ωB97M-V/def2-TZVPD", "homo_ha": [-0.4307, -0.4117], "charge": 1, "multiplicity": 1, "lumo_energy_ev": [-5.2, -6.3], "species": ["N", "N", "C", "C", "C", "C", "C", "C", "C", "H", "H", "H", "H", "H", "H", "H", "H", "H", "H", "H", "H", "H"], "xyz": [[2.00566, 0.36450, -0.34767], [-1.33081, 0.53115, -1.24226], [-0.32303, 0.26506, -0.23267], [0.89355, 1.20745, 0.09171], [0.64613, 1.12856, 1.66512], [0.29004, -0.31002, 1.95164], [0.29519, -0.93223, 0.51360], [1.71398, -0.94204, -0.00309], [-1.78234, -0.55893, -2.13168], [-2.53053, -0.18311, -2.94429], [-0.68106, -0.52606, 2.40671], [-0.91933, 1.43767, -1.63555], [2.34977, -1.37149, 0.78629], [-0.27054, -1.89462, 0.43703], [-0.96661, -1.00728, -2.66015], [-0.21756, 1.75605, 1.95809], [1.45036, 1.48374, 2.18467], [-2.34161, -1.24373, -1.53674], [-2.20799, 0.91491, -0.71101], [1.81790, -1.59497, -0.89391], [0.95761, 2.26295, -0.14881], [1.15122, -0.78757, 2.49297]]}

Version 2
{"formula": "C7H13N2", "method": "ωB97M-V/def2-TZVPD", "homo_ha": -0.4510, "charge": 1, "multiplicity": 1, "lumo_energy_ev": -3.8, "species": ["N", "N", "C", "C", "C", "C", "C", "C", "C", "H", "H", "H", "H", "H", "H", "H", "H", "H", "H", "H", "H", "H"], "xyz": [[-2.83914, 1.38212, 0.03272], [-0.84140, 0.18312, -0.01212], [3.60033, -0.20050, 0.30694], [1.21255, -1.01019, 0.12583], [-0.12809, -0.98410, 0.07164], [-2.13092, 0.25986, 0.00662], [1.89578, 1.17116, -0.85869], [-2.93998, -1.05015, -0.15357], [2.13917, 0.13269, -0.00601], [-2.73541, -1.89522, 0.51298], [-2.54504, 2.33089, 0.07797], [4.28916, 0.38322, -0.43061], [-0.70429, -1.90169, -0.09224], [2.82284, 1.81478, -1.01876], [3.79776, -1.17279, 0.21298], [-3.79121, 1.41662, -0.09263], [-3.98088, -0.76009, -0.07060], [-0.26913, 1.01865, 0.05008], [1.03979, 1.45036, -1.45348], [3.70759, -0.08419, 1.36799], [-2.82194, -1.40645, -1.11637], [1.61032, -2.01991, 0.60434]]}

What should be chosen as the most stable of them? Choose version 2.

Version 1
{"formula": "C7H13N2", "method": "ωB97M-V/def2-TZVPD", "homo_ha": [-0.4633, -0.4633], "charge": 1, "multiplicity": 1, "lumo_energy_ev": [-4.4, -4.4], "species": ["N", "N", "C", "C", "C", "C", "C", "C", "C", "H", "H", "H", "H", "H", "H", "H", "H", "H", "H", "H", "H", "H"], "xyz": [[-0.97621, 0.10262, -0.13319], [1.57935, 0.40184, 0.16459], [2.83508, 0.23913, -0.42236], [-1.53636, -0.24960, 1.15929], [-1.97328, 0.10568, -1.24342], [0.84496, 1.55837, 0.22150], [0.02136, -0.84535, -0.41269], [-0.45937, 1.54405, -0.03183], [3.74640, -0.63827, 0.06386], [0.18876, -0.80508, -1.54462], [-2.51982, -0.77718, -1.25373], [1.36083, 2.55299, 0.59235], [-1.24500, 2.19467, 0.25991], [-0.79442, 0.01997, 1.86106], [2.94210, 0.43710, -1.46416], [-1.57046, -1.40224, 1.31127], [0.21457, -1.65962, 0.26299], [-2.40586, 0.35308, 1.32102], [3.64071, -1.07144, 1.05080], [-1.50465, 0.30201, -2.16737], [4.60641, -1.01634, -0.48095], [-2.65588, 0.88194, -1.06498]]}

Version 2
{"formula": "C7H13N2", "method": "ωB97M-V/def2-TZVPD", "homo_ha": [-0.4210, -0.4210], "charge": 1, "multiplicity": 1, "lumo_energy_ev": [-5.2, -5.2], "species": ["N", "N", "C", "C", "C", "C", "C", "C", "C", "H", "H", "H", "H", "H", "H", "H", "H", "H", "H", "H", "H", "H"], "xyz": [[2.23531, -0.37825, -0.34602], [-0.49675, 1.07351, 0.84028], [-0.05667, -0.27488, 0.92116], [-1.54590, 1.44142, -0.02380], [-2.10951, -0.88999, -0.28850], [-2.44303, 0.57872, -0.55909], [-0.57567, -1.01511, -0.24097], [1.62864, -0.49205, 0.93505], [2.50665, 0.80652, -0.79459], [1.78492, -1.51994, 1.28147], [2.05072, 0.26927, 1.63034], [-3.16664, 0.94305, -1.22580], [2.45647, -1.14786, -0.95674], [-2.59046, -1.21788, 0.62148], [-0.20885, -2.08862, -0.31637], [-0.04975, 1.85606, 1.38641], [-0.10582, -0.48673, -1.19762], [-1.61329, 2.43402, -0.28916], [2.78020, 0.77984, -1.91961], [-2.60025, -1.52274, -1.04354], [-0.11184, -0.89082, 1.90703], [2.23151, 1.74245, -0.32142]]}

What should be chosen as the most stable of them? Choose version 2.